Formula: C28H40BaN11S2
Source: the OMol25 dataset
Level of theory: ωB97M-V/def2-TZVPD

Properties
E_tot ... -68435.1946 eV
Kohn-Sham gap ... 6.05 eV
E_LUMO ... -2.141 eV
Relative energy (zero: lowest compared OMol25 entry of this formula, charge and spin) ... 199.3 kJ/mol
2S+1 ... 1
Net charge ... +1

Atoms and positions in Å:
Ba1 2.5032 1.1404 -2.0369
N1 2.2632 0.9104 2.7143
C1 2.1584 0.7007 1.3278
S1 3.7064 0.5057 0.5217
N2 0.9798 0.7065 0.8291
N3 0.7505 0.4582 -0.5055
C2 -0.5722 0.7998 -0.9012
C3 -0.8444 0.1430 -2.2527
C4 -1.9066 -0.7117 -2.5222
C5 -2.0216 -1.2712 -3.7816
C6 -1.0922 -0.9439 -4.7587
C7 -0.0921 -0.0563 -4.4185
N4 0.0357 0.4751 -3.1994
H1 3.1365 0.5701 3.0846
H2 1.4634 0.5846 3.2385
H3 -0.6937 1.8869 -1.0785
H4 -2.6252 -0.9739 -1.7634
H5 -2.8263 -1.9643 -3.9898
H6 -1.1445 -1.3624 -5.7536
H7 0.6433 0.2551 -5.1541
C8 0.6032 -3.5997 -2.6064
N5 1.1148 -3.7566 -1.2628
C9 2.5663 -3.8060 -1.1946
C10 0.4087 -3.1556 -0.2393
N6 -0.5357 -2.3297 -0.5429
C11 -1.5471 -2.0465 0.3556
C12 -2.2159 -3.1543 0.9134
C13 -3.1765 -3.0482 1.8934
C14 -3.4611 -1.7932 2.4037
C15 -2.8827 -0.6853 1.8199
C16 -2.0212 -0.7540 0.7124
N7 -1.6863 0.5230 0.1111
C17 -2.5228 1.5669 0.3496
N8 -2.0791 2.8245 0.5129
C18 -0.8655 3.1738 1.2312
C19 -2.8693 3.9674 0.0862
N9 -3.8671 1.4332 0.3135
C20 -4.7017 2.0478 1.3362
C21 -4.5329 0.4335 -0.5023
N10 0.8214 -3.5402 1.0230
C22 1.0271 -4.9455 1.3268
C23 0.6211 -2.7146 2.1962
H8 0.9879 -4.4131 -3.2227
H9 0.9040 -2.6391 -3.0503
H10 -0.4829 -3.6325 -2.5881
H11 3.0090 -2.9234 -1.6774
H12 2.9318 -4.6986 -1.7052
H13 2.8953 -3.8160 -0.1611
H14 -1.9251 -4.1307 0.5468
H15 -3.6567 -3.9368 2.2806
H16 -4.1331 -1.6724 3.2426
H17 -3.0788 0.2844 2.2542
H18 -0.2954 2.2806 1.4862
H19 -1.1318 3.7180 2.1415
H20 -0.2322 3.8211 0.6198
H21 -3.6529 3.6598 -0.6006
H22 -2.2069 4.6662 -0.4268
H23 -3.3170 4.4898 0.9346
H24 -4.0905 2.5858 2.0568
H25 -5.2469 1.2653 1.8704
H26 -5.4304 2.7319 0.8979
H27 -4.0135 0.3238 -1.4510
H28 -5.5407 0.7929 -0.7076
H29 -4.6013 -0.5377 -0.0039
H30 1.1046 -5.5241 0.4105
H31 0.1826 -5.3259 1.9148
H32 1.9371 -5.0764 1.9170
H33 0.5393 -1.6725 1.9030
H34 1.4953 -2.8302 2.8424
H35 -0.2699 -3.0024 2.7659
S2 4.4701 3.5585 -2.3858
C24 4.9596 3.7533 -0.7808
N11 6.0369 3.0573 -0.3273
C25 6.5430 3.1743 0.9196
C26 5.9753 4.0260 1.8124
C27 4.8449 4.7609 1.4100
C28 4.3502 4.6312 0.1409
H36 6.4467 2.4084 -0.9832
H37 7.4040 2.5678 1.1575
H38 6.3879 4.1350 2.8031
H39 4.3760 5.4389 2.1106
H40 3.5053 5.2072 -0.2038